The following is a DFT calculation (the ωB97M-V functional and the def2-TZVPD basis) of one molecule with the formula H3NO3Si.

## Properties
* Kohn-Sham gap: 10.75 eV
* SMILES: O=[N+]([O-])[SiH2]O
* highest occupied orbital energy: -10.860 eV

Each line ends with the Löwdin charge.
Element x y z (Å)
O 1.9052 1.1645 0.0329  0.036
N 1.3117 0.1418 0.2565  -0.487
O 1.7435 -0.9909 0.0657  -0.007
Si -0.5110 0.0775 0.3678  0.635
O -0.9085 0.0581 -1.2150  -0.151
H -1.0593 1.2381 1.0298  -0.027
H -0.8543 -1.2752 0.9456  0.000
H -1.6274 -0.4137 -1.4834  0.001

The following is a DFT calculation (the ωB97M-V functional and the def2-TZVPD basis) of one molecule with the formula H3NO4.

## Properties
* Kohn-Sham gap: 10.68 eV
* SMILES: OONOO
* highest occupied orbital energy: -9.788 eV

Each line ends with the Löwdin charge.
Element x y z (Å)
O 0.9167 1.6910 0.8038  -0.002
O -0.3647 1.0002 0.7531  -0.132
N -0.6144 0.3405 -0.3331  0.042
O 0.2275 -1.0363 -0.2708  -0.153
O -0.6065 -2.1290 -0.5776  -0.071
H 0.7402 2.1793 1.6262  0.103
H -0.2033 0.8375 -1.1016  0.119
H -0.0954 -2.8833 -0.8999  0.093